Model A:
ORCA calculation (ωB97M-V with the def2-TZVPD basis set) on the molecule C4H13NSi.

Each atom is followed by the atoms it is bonded to, with distances in Å.
Element x y z (Å)
1 N 0.03 -1.91 1.53  C5 1.450, H7 1.017, H8 1.014
2 C 1.75 0.64 -0.97  Si6 1.918, H9 1.108, H10 1.097, H11 1.029
3 C -0.84 1.85 0.07  Si6 1.829, H12 1.146, H13 1.084, H14 1.086
4 C -1.18 -0.86 -1.20  Si6 1.927, H15 1.070, H16 1.067, H17 1.086
5 C 0.35 -0.49 1.51  N1 1.450, Si6 1.914, H18 1.108, H19 1.109
6 Si 0.03 0.27 -0.21  C2 1.918, C3 1.829, C4 1.927, C5 1.914
7 H 0.61 -2.54 0.97  N1 1.017
8 H -0.93 -2.21 1.54  N1 1.014
9 H 2.48 0.61 -0.14  C2 1.108
10 H 1.70 1.66 -1.37  C2 1.097
11 H 2.20 0.01 -1.65  C2 1.029
12 H -1.89 1.74 0.53  C3 1.146
13 H -0.15 2.47 0.63  C3 1.084
14 H -1.02 2.34 -0.88  C3 1.086
15 H -0.56 -1.20 -2.00  C4 1.070
16 H -1.58 -1.65 -0.61  C4 1.067
17 H -2.00 -0.34 -1.69  C4 1.086
18 H 1.41 -0.40 1.80  C5 1.108
19 H -0.43 0.00 2.14  C5 1.109

Values from the calculation:
HOMO energy   -7.90 eV
Structure (SMILES)   C[Si](C)(C)CN
Gap between HOMO and LUMO   8.84 eV
LUMO energy   0.0347 Eh

Results of the Löwdin charge analysis, in e, for atoms 1 through 2: -0.0975 -0.1645


Model B:
ORCA calculation (ωB97M-V with the def2-TZVPD basis set) on a cluster of 2 separate species, C4H13NSi in total.

Each atom is followed by the atoms it is bonded to, with distances in Å.
Element x y z (Å)
1 C 0.31 -0.59 -2.32  C4 1.526, H7 1.094, H8 1.112, H9 1.169
2 C 2.01 -2.07 -1.15  C4 1.445, H10 1.008, H11 1.057, H12 1.061
3 C -2.27 0.02 2.16  Si6 2.008, H13 1.087, H14 1.084, H15 1.046
4 C 1.14 -0.92 -1.08  C1 1.526, C2 1.445
5 N 0.06 2.01 2.08  Si6 1.703, H17 1.060, H18 0.947
6 Si -0.66 0.73 1.20  C3 2.008, N5 1.703, H16 1.424, H19 1.576
7 H 0.35 -1.39 -3.06  C1 1.094
8 H -0.74 -0.53 -1.94  C1 1.112
9 H 0.37 0.54 -2.61  C1 1.169
10 H 2.24 -2.25 -2.12  C2 1.008
11 H 1.47 -2.81 -0.62  C2 1.057
12 H 2.89 -1.88 -0.59  C2 1.061
13 H -2.06 -0.96 2.58  C3 1.087
14 H -2.69 0.66 2.93  C3 1.084
15 H -2.99 -0.09 1.41  C3 1.046
16 H -0.75 1.30 -0.10  Si6 1.424
17 H -0.04 2.98 1.67  N5 1.060
18 H -0.12 1.91 3.00  N5 0.947
19 H 0.36 -0.45 1.03  Si6 1.576

Values from the calculation:
HOMO energy (alpha / beta)   -7.26 / -7.32 eV
Gap between HOMO and LUMO (alpha / beta)   7.87 / 7.93 eV
LUMO energy (alpha / beta)   0.0221 / 0.0226 Eh

Results of the Löwdin charge analysis, in e, for atoms 1 through 2: -0.1589 -0.1470


It is model A that is most stable; the runner-up trails by 0.1645 hartree.


Model A:
ORCA calculation (ωB97M-V with the def2-TZVPD basis set) on a cluster of 2 separate species, C5H16N2O2 in total.

Each atom is followed by the atoms it is bonded to, with distances in Å.
Element x y z (Å)
1 C -1.20 0.61 -1.19  O2 1.407, C3 1.599, H9 1.079, H10 1.091
2 O -1.79 1.70 -1.86  C1 1.407, H11 1.043
3 C 0.38 0.73 -0.98  C1 1.599, C4 1.610, N8 1.467, H12 1.128
4 C 0.74 -0.37 0.13  C3 1.610, C5 1.546, H13 1.131, H14 1.130
5 C -0.29 -1.47 0.44  C4 1.546, C6 1.467, H15 1.119, H16 1.069
6 C -0.55 -1.76 1.86  C5 1.467, N7 1.430, H17 1.180, H18 1.083
7 N -1.62 -1.01 2.44  C6 1.430, H19 1.081, H20 0.992
8 N 1.03 0.49 -2.28  C3 1.467, H21 0.999, H22 1.040
9 H -1.74 0.50 -0.26  C1 1.079
10 H -1.13 -0.17 -1.95  C1 1.091
11 H -1.48 2.62 -1.49  O2 1.043
12 H 0.72 1.80 -0.85  C3 1.128
13 H 1.71 -0.95 0.03  C4 1.131
14 H 1.08 0.09 1.11  C4 1.130
15 H -1.25 -1.60 -0.13  C5 1.119
16 H 0.16 -2.35 0.04  C5 1.069
17 H 0.40 -1.76 2.56  C6 1.180
18 H -0.94 -2.76 1.90  C6 1.083
19 H -1.46 0.03 2.69  N7 1.081
20 H -2.45 -0.96 1.90  N7 0.992
21 H 0.43 0.01 -2.92  N8 0.999
22 H 1.82 -0.16 -2.12  N8 1.040
23 H 2.17 1.78 0.87  O25 0.968
24 H 2.42 2.63 -0.40  O25 1.014
25 O 2.85 2.34 0.47  H23 0.968, H24 1.014

Values from the calculation:
HOMO energy   -9.31 eV
Structure (SMILES)   NCCC[C@@H](N)CO.O
Gap between HOMO and LUMO   9.90 eV
LUMO energy   0.0217 Eh

Results of the Löwdin charge analysis, in e, for atoms 1 through 2: -0.2402 -0.1000


Model B:
ORCA calculation (ωB97M-V with the def2-TZVPD basis set) on a cluster of 2 separate species, C5H16N2O2 in total.

Each atom is followed by the atoms it is bonded to, with distances in Å.
Element x y z (Å)
1 C -0.54 -1.08 0.33  C2 1.555, N5 1.439, O6 1.415, O7 1.393
2 C 0.73 -0.49 -0.35  C1 1.555, C3 1.525, C4 1.526, H10 1.092
3 C 1.03 -1.21 -1.67  C2 1.525, H13 1.092, H14 1.088, H15 1.091
4 C 1.93 -0.52 0.59  C2 1.526, H16 1.086, H17 1.086, H18 1.087
5 N -0.35 -2.47 0.63  C1 1.439, H11 1.015, H12 1.019
6 O -1.63 -0.97 -0.56  C1 1.415, H8 0.966
7 O -0.85 -0.37 1.49  C1 1.393, H9 0.984
8 H -1.74 -1.83 -0.98  O6 0.966
9 H -1.17 0.52 1.20  O7 0.984
10 H 0.49 0.55 -0.58  C2 1.092
11 H 0.50 -2.60 1.18  N5 1.015
12 H -1.13 -2.78 1.20  N5 1.019
13 H 1.94 -0.79 -2.11  C3 1.092
14 H 0.21 -1.08 -2.37  C3 1.088
15 H 1.18 -2.27 -1.49  C3 1.091
16 H 2.72 0.13 0.21  C4 1.086
17 H 2.33 -1.52 0.67  C4 1.086
18 H 1.64 -0.17 1.58  C4 1.087
19 C -0.62 3.07 0.30  N20 1.453, H23 1.100, H24 1.097, H25 1.079
20 N -1.56 1.97 0.15  C19 1.453, H21 1.016, H22 1.015
21 H -2.51 2.30 0.25  N20 1.016
22 H -1.48 1.53 -0.75  N20 1.015
23 H -0.76 3.53 1.29  C19 1.100
24 H -0.73 3.86 -0.46  C19 1.097
25 H 0.39 2.69 0.25  C19 1.079

Values from the calculation:
HOMO energy   -9.60 eV
Structure (SMILES)   CC(C)C(N)(O)O.CN
Gap between HOMO and LUMO   10.50 eV
LUMO energy   0.0332 Eh

Results of the Löwdin charge analysis, in e, for atoms 1 through 2: -0.6917 -0.3490


It is model B that is most stable; the runner-up trails by 0.1166 hartree.


Model A:
ORCA calculation (ωB97M-V with the def2-TZVPD basis set) on the molecule C4H5N3O4.

Each atom is followed by the atoms it is bonded to, with distances in Å.
Element x y z (Å)
1 C 0.95 -1.40 -0.76  C2 1.305, N5 1.342, H12 1.164
2 C 1.44 -0.32 -0.22  C1 1.305, N7 1.301
3 C -0.75 -0.08 0.89  C4 1.385, N6 1.242
4 C -1.48 1.09 1.05  C3 1.385, O10 1.361, O11 1.248
5 N -0.22 -1.92 -0.38  C1 1.342, N6 1.375, H13 1.041
6 N -1.12 -1.06 0.22  C3 1.242, N5 1.375, H14 1.024
7 N 2.32 0.62 -0.40  C2 1.301, O8 1.222, O9 1.438
8 O 3.37 0.96 0.13  N7 1.222
9 O 1.86 1.57 -1.37  N7 1.438, H16 1.049
10 O -2.37 1.16 2.08  C4 1.361, H15 1.029
11 O -1.25 2.10 0.35  C4 1.248
12 H 1.45 -2.09 -1.55  C1 1.164
13 H -0.46 -2.83 -0.84  N5 1.041
14 H -2.10 -1.26 -0.01  N6 1.024
15 H -2.51 2.10 2.47  O10 1.029
16 H 0.86 1.38 -1.65  O9 1.049

Values from the calculation:
HOMO energy (alpha / beta)   -7.89 / -7.89 eV
Gap between HOMO and LUMO (alpha / beta)   7.88 / 7.88 eV
LUMO energy (alpha / beta)   -0.0005 / -0.0005 Eh

Results of the Löwdin charge analysis, in e, for atoms 1 through 2: -0.1462 -0.0232


Model B:
ORCA calculation (ωB97M-V with the def2-TZVPD basis set) on a cluster of 2 separate species, C4H5N3O4 in total.

Each atom is followed by the atoms it is bonded to, with distances in Å.
Element x y z (Å)
1 C -1.68 -0.70 -0.94  C3 1.615, O8 1.310, O9 1.170
2 C 0.74 1.97 -0.36  N5 1.223, O10 1.165
3 C -1.31 -0.34 0.59  C1 1.615, C4 1.497, H12 1.059, H13 1.062
4 C 0.17 -0.57 0.59  C3 1.497, N6 1.400, N7 1.294
5 N 0.45 1.68 -1.51  C2 1.223, H14 0.990
6 N 1.02 -0.73 1.69  C4 1.400, H15 1.023, H16 1.102
7 N 0.64 -0.95 -0.56  C4 1.294, O8 1.598, O11 1.225
8 O -0.61 -1.15 -1.53  C1 1.310, N7 1.598
9 O -2.70 -0.63 -1.50  C1 1.170
10 O 0.72 2.06 0.80  C2 1.165
11 O 1.74 -1.04 -1.09  N7 1.225
12 H -1.51 0.63 0.97  C3 1.059
13 H -1.76 -1.09 1.19  C3 1.062
14 H 1.10 1.79 -2.26  N5 0.990
15 H 0.90 -0.02 2.42  N6 1.023
16 H 2.09 -0.90 1.51  N6 1.102

Values from the calculation:
HOMO energy   -8.77 eV
Structure (SMILES)   NC1=[N+]([O-])OC(=O)C1.N=C=O
Gap between HOMO and LUMO   9.08 eV
LUMO energy   0.0115 Eh

Results of the Löwdin charge analysis, in e, for atoms 1 through 2: -0.5106 -0.3722


It is model B that is most stable; the runner-up trails by 0.2000 hartree.